No. 1
This record from the OMol25 dataset describes a structure of composition C22H14Cl2F12MnN2O2Se in a non-equilibrium geometry. The level of theory is ωB97M-V with the def2-TZVPD basis set.

Computed properties:
**Charge**: -1
**Spin multiplicity**: 5
**⟨S²⟩**: 6.047
**HOMO level (spin up / spin down)**: -4.84 / -4.96 eV
**Frontier orbital gap (spin up / spin down)**: 7.2888 / 7.4061 eV
**Max |F|**: 0.0412 Eh/bohr
**DFT total energy**: -6778.19599 hartree

Geometry (Å):
Mn 1.2054 1.4750 -0.0683
C -3.6143 -1.4156 -4.1422
C -2.6104 -1.0691 -3.0731
C -2.9305 -1.2006 -1.7249
C -2.0117 -0.8832 -0.7517
C -0.7162 -0.4264 -1.0615
N 0.1815 -0.1376 -0.0275
C 0.1980 -0.9902 1.0797
C 0.0389 -2.3767 0.8868
C 0.0351 -3.2733 1.9306
C 0.2074 -2.8444 3.2423
C 0.2317 -3.8188 4.3910
C 0.4129 -1.4911 3.4452
C 0.4234 -0.5629 2.4048
C 0.7734 0.8984 2.7186
O 0.5671 1.7947 1.7130
C -0.0616 1.4449 3.9048
F -1.3696 1.2126 3.6891
F 0.2466 0.9011 5.1050
F 0.0984 2.7686 4.0409
C 2.2933 0.9300 3.0782
F 2.7222 2.1596 3.3764
F 2.6619 0.1276 4.0922
F 2.9787 0.5068 1.9868
C -0.4229 -0.2166 -2.4212
C -1.3619 -0.5644 -3.3907
C 0.9155 0.4177 -2.8035
O 1.3099 1.4115 -1.9505
C 0.8504 1.1091 -4.1933
F -0.2486 1.8805 -4.2979
F 0.8229 0.2271 -5.2250
F 1.9077 1.9023 -4.3903
C 2.0224 -0.6898 -2.8771
F 3.0905 -0.3103 -3.5956
F 1.5745 -1.8374 -3.4274
F 2.4643 -0.9957 -1.6466
H -4.2389 -2.2518 -3.8266
H -4.2713 -0.5658 -4.3464
H -3.1185 -1.6845 -5.0752
H -3.9167 -1.5469 -1.4341
H -2.2752 -0.9752 0.2934
H -0.0854 -2.7431 -0.1233
H -0.0994 -4.3305 1.7268
H -0.3495 -4.7105 4.1537
H 1.2555 -4.1360 4.6069
H -0.1751 -3.3696 5.2975
H 0.5853 -1.1525 4.4570
H -1.1239 -0.4460 -4.4384
Se 5.2667 3.7981 -0.1127
C 3.6639 3.1409 -0.0508
N 2.5701 2.7179 -0.0056
Cl -1.0852 2.9785 -0.8045
C -1.6210 4.5452 -0.1600
Cl -3.3601 4.7718 -0.3601
H -1.1158 5.3262 -0.7127
H -1.3917 4.5704 0.8979

Here are the Mulliken charges for atoms 1 to 4, given in e: Mn 0.220; C -1.692; C 0.645; C -1.047

No. 2
This record from the OMol25 dataset describes a structure of composition C12H19ClIrN2O2SbSe4 in a non-equilibrium geometry. The level of theory is ωB97M-V with the def2-TZVPD basis set.

Computed properties:
**Charge**: -2
**HOMO level**: -0.98 eV
**Frontier orbital gap**: 4.8292 eV
**Energy above the lowest of the compared OMol25 structures with the same formula, charge and spin**: 26.98 kcal per mole
**Max |F|**: 0.0212 Eh/bohr
**DFT total energy**: -11139.37408 hartree

Geometry (Å):
Ir -0.7319 -0.7824 0.0411
Se -4.4884 -2.4412 2.5735
Sb -2.5181 -3.1122 1.2931
Se -0.6853 -1.7381 2.3704
Se -2.7761 -1.9580 -0.9365
Se -2.1261 -5.4957 1.0782
N -0.6152 0.1080 -1.9067
C 0.7020 0.2197 -2.5494
C 1.7120 0.9398 -1.6592
C 2.1783 0.1220 -0.4537
N 1.1548 0.0625 0.6046
H -1.2497 -0.4737 -2.4513
H -1.0477 1.0237 -1.8182
H 0.6065 0.7509 -3.5052
H 1.0622 -0.7944 -2.7306
H 1.3137 1.9070 -1.3245
H 2.5927 1.1582 -2.2699
H 3.0969 0.5617 -0.0475
H 2.3829 -0.8988 -0.7790
H 1.0405 0.9717 1.0476
H 1.4335 -0.5897 1.3376
C 1.0574 -4.6657 -1.3254
C 1.1220 -3.1494 -1.3270
O 1.8901 -2.5687 -2.1234
O 0.3783 -2.6072 -0.4569
H 1.8385 -5.0879 -1.9567
H 0.0712 -4.9647 -1.6849
H 1.1208 -5.0416 -0.3045
Cl 1.2557 5.4449 2.8068
C 0.2968 4.1178 2.1714
C -0.0347 3.0522 2.9955
C -0.7891 2.0071 2.4883
C -1.2277 1.9888 1.1544
C -1.9566 0.8158 0.6112
C -0.8847 3.0927 0.3665
C -0.1262 4.1494 0.8568
H 0.2979 3.0429 4.0256
H -1.0354 1.1563 3.1144
H -2.5629 1.1270 -0.2512
H -2.6489 0.4255 1.3617
H -1.2292 3.1328 -0.6625
H 0.1294 4.9910 0.2254

Here are the Mulliken charges for atoms 1 to 4, given in e: Ir 1.838; Se -0.789; Sb 0.631; Se -0.673

No. 3
This record from the OMol25 dataset describes a cluster of 3 separate species, C6H14NS in total in a non-equilibrium geometry. The level of theory is ωB97M-V with the def2-TZVPD basis set.

Computed properties:
**Charge**: -1
**HOMO level**: -2.11 eV
**Frontier orbital gap**: 3.3030 eV
**Energy above the lowest of the compared OMol25 structures with the same formula, charge and spin**: 156.28 kcal per mole
**Max |F|**: 0.0343 Eh/bohr
**DFT total energy**: -689.72628 hartree

Geometry (Å):
C -1.1805 -0.3942 0.9040
N 0.0169 -0.8188 1.0637
C 1.1557 -0.3967 0.2443
C 2.4075 -1.0330 0.8231
S 3.9150 -0.6096 -0.1088
C 1.2719 1.1297 0.3511
C -1.9375 -0.2890 -0.2700
C -3.4054 -0.0551 -0.1854
H -1.5196 1.2735 1.2038
H -1.8402 -0.4546 1.7976
H 2.3966 0.6335 -3.7224
H 1.0703 -0.6753 -0.8153
H 2.3433 -2.1176 0.8658
H 2.4114 -0.7063 1.8654
H 0.3416 1.6277 0.0736
H 2.1699 1.4639 -0.1697
H 1.4942 1.3470 1.4058
H 1.6688 0.5232 -3.8969
H -1.3710 -0.5573 -1.1493
H -3.9576 -0.0448 -1.1192
H -3.8830 -0.7249 0.5227
H -3.5684 0.8788 0.3165

Here are the Mulliken charges for atoms 1 to 4, given in e: C -0.684; N -0.504; C 0.358; C -0.881

No. 4
This record from the OMol25 dataset describes a cluster of 2 separate species, C3H9N3O in total. The level of theory is ωB97M-V with the def2-TZVPD basis set.

Computed properties:
**HOMO level**: -8.93 eV
**SMILES string**: [H]/N=C(\N)OC.C=N
**Frontier orbital gap**: 9.8729 eV
**Energy above the lowest of the compared OMol25 structures with the same formula, charge and spin**: 36.65 kcal per mole
**Max |F|**: 0.0152 Eh/bohr
**DFT total energy**: -359.18603 hartree

Geometry (Å):
C 0.6316 -1.4369 1.6724
O 0.1731 -0.5690 0.6546
H 2.7395 1.6915 -1.7993
H 0.2047 -2.4340 1.5452
H 0.3407 -1.0610 2.6550
H 1.7156 -1.4673 1.5782
C -1.1665 -0.3833 0.6165
N -1.5046 0.5580 -0.3159
C 1.6544 1.8181 -1.8397
N -1.9231 -1.0093 1.4155
N 0.8118 0.9126 -2.0220
H -2.4578 0.5698 -0.6360
H -0.7901 0.8011 -0.9977
H -2.9068 -0.7914 1.3098
H 1.1884 -0.0288 -2.1241
H 1.2889 2.8299 -1.7125

Here are the Mulliken charges for atoms 1 to 4, given in e: C -0.673; O -0.312; H 0.234; H 0.295

Among the records above, which one has the highest DFT total energy?
C3H9N3O